1.
Molecular formula: C6H10NO
Method: DFT, ωB97M-V with the def2-TZVPD basis set

CARTESIAN COORDINATES (ANGSTROEM)
O (-0.7045, 3.1374, 1.0434)
C (-1.0424, 2.4940, 0.0788)
C (-1.0386, 0.9370, -0.0045)
C (0.1320, 0.4876, 0.8048)
C (0.8420, -0.6947, 0.3039)
C (2.1578, -0.8081, 0.2204)
C (-0.5727, -1.7878, -1.1920)
N (0.0161, -1.8235, -0.1143)
H (-1.2005, 2.8844, -0.9199)
H (-0.8939, 0.6805, -1.1072)
H (-1.9885, 0.5500, 0.1956)
H (-0.2391, 0.3817, 1.8753)
H (0.9112, 1.2574, 1.1352)
H (2.8638, 0.0744, 0.5994)
H (2.7114, -1.7348, -0.0758)
H (-1.4566, -2.4396, -1.4849)
H (-0.3286, -0.9919, -1.9110)
H (-0.1687, -2.6039, 0.5529)

Values from the calculation:
F_max ... 5.109 eV/Å
Net charge ... +1
Energy relative to the best compared isomer or geometry (same formula, charge and spin) ... 2.4457 eV
SMILES ... C=[NH+]C(=C)CCC=O
Orbital gap ... 8.2 eV
HOMO energy ... -0.49089 Ha
DFT total energy ... -9911.9477 eV

Atomic partial charges in e from the Mulliken method, atoms 1 to 8: -0.44, -0.08, -0.41, -0.44, 0.27, -0.91, -0.32, 0.12

2.
Molecular formula: C6H10O
Method: DFT, ωB97M-V with the def2-TZVPD basis set

CARTESIAN COORDINATES (ANGSTROEM)
O (-1.2780, 2.0246, -2.9573)
C (-0.4954, 1.3302, -2.3444)
C (-0.7502, -0.0258, -1.7979)
C (-1.0990, 0.1495, -0.3283)
C (0.0770, 0.1398, 0.5731)
C (0.3274, -0.7222, 1.5304)
C (1.6233, -0.7809, 2.3550)
H (0.5085, 1.7584, -2.3461)
H (-1.7318, -0.4432, -2.2161)
H (-0.0161, -0.7648, -1.9853)
H (-1.7350, 1.0822, -0.0798)
H (-1.7448, -0.5937, -0.0540)
H (0.7058, 0.9603, 0.3126)
H (-0.2617, -1.6208, 1.7896)
H (1.4806, -1.4494, 3.1411)
H (1.9276, 0.2772, 2.5110)
H (2.4618, -1.3213, 1.8963)

Values from the calculation:
2S+1 ... 2
F_max ... 5.245 eV/Å
Net charge ... -1
Energy relative to the best compared isomer or geometry (same formula, charge and spin) ... 1.3291 eV
Orbital gap (spin up / spin down) ... 2.6 / 6.9 eV
⟨S²⟩ ... 0.75
HOMO energy (spin up / spin down) ... 0.04137 / -0.11879 Ha
DFT total energy ... -8428.4360 eV

Atomic partial charges in e from the Mulliken method, atoms 1 to 8: -0.66, -0.43, -0.59, -0.89, -0.50, -0.10, -1.19, 0.38